Record 1
C17H32Br14ClF6OP | wB97M-V/def2-TZVPD

```
72
Properties=species:S:1:pos:R:3:forces:R:3
F -0.4925 -0.5735 3.3219 -1.9168 0.0030 2.1235
C 0.3820 -0.5502 2.3760 -0.2539 0.1437 0.5556
F -0.1047 0.2056 1.4316 -0.6123 1.5579 -2.0376
F 0.4982 -1.7380 1.9009 0.4739 -2.6415 -1.1603
O 1.4952 -0.0735 2.8833 2.2415 0.9276 0.4033
C 2.7038 -0.4130 2.2042 -0.2100 0.6811 -0.0857
P 2.9009 0.2475 0.4692 0.3641 0.1801 0.4229
Cl 3.2051 -1.7858 -0.2925 -0.0078 -0.1665 -0.2781
C 2.7679 2.1092 0.9662 0.5836 -1.9387 -0.6431
F 1.5582 2.5526 1.0059 -3.0615 0.6694 0.3345
F 3.3723 2.4534 2.0737 1.0086 -0.0313 2.2474
F 3.3670 2.7927 0.0217 1.2542 1.1180 -2.0763
H 3.5018 -0.0414 2.8375 -0.1180 0.4219 -0.4846
H 2.8588 -1.4579 2.1513 -0.2293 -1.1083 -0.0538
H 4.1954 0.5236 0.0357 0.1112 -0.0154 0.0332
H 1.8651 0.4121 -0.4477 -0.1341 -0.0115 0.0204
Br -2.1571 0.9842 -3.2392 0.0056 -0.0568 -0.0593
C -3.4837 0.6828 -1.8465 0.2306 0.3154 -0.0835
C -2.8560 0.1114 -0.6055 -0.1777 -0.2153 0.0310
Br -2.4414 -1.7705 -0.8548 0.1635 0.0071 0.1047
H -4.2418 0.0375 -2.2699 0.0154 -0.0562 0.0679
H -3.9169 1.6594 -1.6446 -0.0196 0.0051 0.0523
H -3.5534 0.1514 0.2280 -0.0470 0.0070 -0.0157
H -1.9337 0.6068 -0.3254 0.0389 0.0454 -0.0507
Br 0.4890 2.6087 -5.5076 -0.0605 -0.0442 0.0743
C -0.5794 4.1060 -4.8769 0.0418 -0.0568 -0.2861
C 0.2454 5.0836 -4.0884 -0.0992 0.0349 0.2662
Br 0.6147 4.4016 -2.3046 0.1079 0.0153 0.0217
H -1.3949 3.6884 -4.2959 -0.0013 -0.0108 0.0446
H -0.9763 4.5709 -5.7763 0.0202 0.0689 0.0073
H -0.3036 6.0097 -3.9356 -0.0431 -0.0022 -0.0273
H 1.2003 5.3030 -4.5522 0.0297 -0.0377 -0.0388
Br -7.0078 0.0773 -2.3197 -0.1024 -0.0656 -0.0152
C -6.8654 -0.3807 -4.2078 -0.0398 0.2021 0.1147
C -7.9735 -1.3010 -4.6398 0.0991 -0.2205 -0.0916
Br -7.6820 -3.1237 -4.0262 -0.0814 0.0575 0.0387
H -5.8793 -0.8089 -4.3548 0.0016 -0.0644 -0.0333
H -6.9300 0.5660 -4.7382 -0.0314 0.0047 -0.0298
H -8.0100 -1.3651 -5.7244 0.0363 0.0262 -0.0219
H -8.9422 -0.9954 -4.2615 -0.0141 0.0480 0.0304
Br 3.6649 -0.1628 7.9615 0.0737 0.0074 -0.0257
C 4.2928 1.3026 6.8447 -0.1919 -0.0778 0.1782
C 3.8871 1.1185 5.4095 0.1069 0.0864 -0.1758
Br 4.9871 -0.2306 4.5373 0.4793 -0.0838 0.5272
H 5.3678 1.3586 6.9735 0.0371 0.0093 -0.0452
H 3.8320 2.1956 7.2549 -0.0321 0.0948 -0.0351
H 4.0453 2.0342 4.8430 0.0309 0.0272 0.0419
H 2.8545 0.8002 5.3021 -0.0229 -0.0248 0.0336
Br 2.1720 -5.3230 0.7486 0.0060 0.0043 -0.0739
C 3.1150 -6.0456 -0.7947 -0.1910 -0.0692 0.1992
C 4.5700 -6.2755 -0.4901 0.1844 0.1343 -0.1642
Br 5.5672 -4.6044 -0.4788 0.0156 -0.0975 0.0775
H 2.9616 -5.3520 -1.6144 0.0364 0.0513 -0.0057
H 2.6171 -6.9858 -1.0188 0.0401 -0.0408 -0.0043
H 5.0361 -6.8821 -1.2628 -0.0615 -0.0215 -0.0387
H 4.7215 -6.7431 0.4762 -0.0269 -0.0094 0.0419
Br -4.1660 -5.2218 -5.3374 0.0065 -0.0519 0.0319
C -4.5596 -5.3876 -3.4393 -0.0889 0.1197 -0.1782
C -3.5425 -4.6721 -2.5944 0.0843 -0.1887 0.1226
Br -1.8746 -5.6657 -2.4788 0.0339 0.0561 -0.0184
H -4.6167 -6.4481 -3.2211 0.0420 -0.0295 0.0330
H -5.5398 -4.9356 -3.3108 0.0136 0.0390 0.0380
H -3.8952 -4.5811 -1.5700 -0.0532 0.0017 0.0009
H -3.2927 -3.6896 -2.9769 -0.0418 0.0327 -0.0547
Br 2.1554 5.3301 2.4789 -0.0509 0.2143 0.0231
C 1.6828 5.2496 4.3578 -0.0266 0.1443 -0.2341
C 2.6475 6.0464 5.1940 0.0088 -0.1370 0.2486
Br 4.3494 5.1329 5.4165 0.0427 -0.0190 -0.0336
H 1.6457 4.1995 4.6289 0.0448 -0.0085 0.0792
H 0.6855 5.6760 4.4306 -0.0136 0.0260 0.0335
H 2.2598 6.1824 6.2008 -0.0271 -0.0127 0.0076
H 2.8731 7.0127 4.7583 -0.0251 0.0264 -0.0518
```
Positions in Å, forces in eV/Å.

Properties
SMILES   FC(F)(F)OC[PH2](Cl)C(F)(F)F.BrCCBr.BrCCBr.BrCCBr.BrCCBr.BrCCBr.BrCCBr.BrCCBr
HOMO-LUMO gap   10.017 eV
Charge   0
LUMO   0.339 eV
Largest force on an atom   0.0613 Eh/bohr

Atom charges from the Mulliken analysis, given in e for atoms 1 to 5: -0.2975, 0.9595, -0.2158, -0.2529, -0.3280

Record 2
C17H32IInN3O4Se | wB97M-V/def2-TZVPD

```
59
Properties=species:S:1:pos:R:3:forces:R:3
In -0.2909 -0.3803 0.9840 0.1958 -0.4817 0.0924
C -1.8312 -3.3247 -0.1662 -0.0024 0.1595 -0.0355
C -2.7799 -2.2416 -0.6622 0.0687 -0.1938 -0.0455
O -2.5707 -1.1591 0.2095 0.0068 0.0804 0.1264
C -3.3957 -0.0083 0.0730 -0.0140 0.0962 -0.0488
C -2.9044 0.8718 -1.0553 -0.0720 -0.0013 0.0105
O -1.5276 1.1769 -0.8228 -0.0048 -0.1111 0.0818
C -0.7822 1.4091 -2.0050 0.0396 -0.0484 -0.1062
C -0.4952 0.1115 -2.7374 0.0395 -0.0821 0.0861
O 0.0578 -0.7943 -1.7911 -0.0704 -0.0301 -0.0184
C 0.1221 -2.1309 -2.2533 -0.0534 0.0816 0.0612
C 0.4075 -3.0014 -1.0508 0.2063 -0.0658 0.1096
O -0.5059 -2.8064 0.0238 -0.1492 0.0642 -0.2944
H -2.1574 -3.6520 0.8203 -0.0212 0.0052 -0.0185
H -1.8079 -4.1848 -0.8387 -0.0109 0.0165 -0.0290
H -2.5889 -1.9574 -1.7018 0.0337 -0.0138 -0.0214
H -3.8098 -2.6100 -0.6011 0.0039 0.0340 0.0548
H -4.4402 -0.2870 -0.0869 0.0174 -0.0555 -0.0123
H -3.3031 0.5058 1.0295 -0.0162 0.0464 0.0046
H -3.0164 0.3730 -2.0228 -0.0330 -0.0127 0.0346
H -3.4871 1.7968 -1.0846 0.0268 0.0084 0.0099
H -1.3004 2.1022 -2.6749 0.0015 0.0312 0.0361
H 0.1471 1.8839 -1.6822 -0.1835 0.0774 -0.1942
H -1.4031 -0.3309 -3.1626 -0.0092 0.0586 -0.0206
H 0.2087 0.2806 -3.5589 -0.0125 0.0588 -0.0147
H -0.8276 -2.3954 -2.7284 0.0282 -0.1012 -0.0401
H 0.9161 -2.2442 -2.9990 0.0259 -0.0653 0.0156
H 0.4468 -4.0551 -1.3402 -0.0766 0.0008 -0.0113
H 1.3791 -2.7315 -0.6279 -0.0016 -0.0217 -0.0942
N 1.1492 -2.0512 2.1295 -0.1803 -0.0655 -0.0053
C 2.4874 -1.9210 2.7287 0.1524 0.1208 -0.0177
C 3.5745 -1.8359 1.6616 -0.0428 0.0328 0.0306
C 3.7966 -0.4591 1.0223 0.0053 0.0102 0.0136
C 2.9622 -0.0974 -0.1950 0.0058 -0.0880 -0.1049
N 1.6293 0.4446 0.1563 -0.1847 0.4285 -0.0509
H 0.4319 -1.9571 2.8534 0.1457 -0.0552 0.1148
H 1.0425 -2.9843 1.7425 -0.0256 0.0406 -0.0041
H 2.6885 -2.7694 3.3884 -0.0012 0.0151 -0.0233
H 2.5030 -1.0267 3.3549 -0.0781 0.0185 -0.0287
H 3.3525 -2.5823 0.8901 0.0971 0.0104 -0.0734
H 4.5251 -2.1416 2.1011 -0.0721 -0.0399 0.1084
H 4.8426 -0.3924 0.7189 -0.0110 -0.0263 -0.0545
H 3.6632 0.3309 1.7701 0.0588 -0.0531 0.0695
H 2.8560 -0.9503 -0.8683 -0.1142 -0.0151 0.0350
H 3.4695 0.6904 -0.7585 0.0720 -0.0555 0.0280
H 1.3136 1.0016 -0.6388 0.2059 -0.0653 0.1357
H 1.7810 1.1679 0.8654 0.0774 -0.0999 -0.0183
Se -1.2448 0.2419 3.0783 -0.0168 0.1675 0.0650
I 0.6670 3.4524 1.5183 -0.2030 0.0618 -0.0054
C 1.4241 4.2140 -0.2839 0.1171 0.3051 0.0231
C 1.4674 5.5926 -0.4662 -0.0325 -0.0337 0.0444
C 2.0056 6.0772 -1.6443 0.0365 -0.1173 -0.0923
C 2.4812 5.1743 -2.5889 -0.0424 0.0319 0.1029
C 2.3785 3.8244 -2.3099 0.0435 0.0855 -0.1440
N 1.8551 3.3430 -1.1796 0.0031 -0.1594 0.1484
H 1.0918 6.2581 0.2974 0.0131 -0.0025 0.0031
H 2.0567 7.1428 -1.8216 0.0093 0.0138 0.0004
H 2.9231 5.5071 -3.5168 -0.0096 0.0074 -0.0108
H 2.7306 3.0869 -3.0221 0.0078 -0.0080 -0.0079
```
Positions in Å, forces in eV/Å.

Properties
HOMO-LUMO gap   7.426 eV
Charge   +1
LUMO   -2.187 eV
ΔE to the lowest compared entry with this formula, charge and spin   0.8571 eV
Largest force on an atom   0.0103 Eh/bohr

Atom charges from the natural (NBO) analysis, given in e for atoms 1 to 5: 1.3325, -0.0865, -0.0849, -0.5472, -0.1042

Record 3
C17H32NO25S5 | wB97M-V/def2-TZVPD

```
80
Properties=species:S:1:pos:R:3:forces:R:3
O 7.1478 -1.2350 -1.3066 -0.6087 0.1169 0.1369
C 6.4418 -0.7129 -0.4774 1.1593 -0.5175 -0.3016
O 6.0821 0.6097 -0.6564 0.3557 -0.4569 0.3067
C 5.9371 -1.4480 0.7541 -0.7591 1.2647 -0.2707
C 4.4197 -1.6552 0.5412 0.2036 -0.5426 -0.9276
N 3.8043 -2.5810 1.4947 0.1083 0.7290 -0.1002
C 3.6866 -2.0557 2.8682 0.4114 -0.1827 1.1587
C 4.9498 -2.2690 3.7469 -0.2696 -0.3610 -0.6268
C 5.6481 -3.6137 3.4926 0.3587 0.2100 0.6938
O 4.7377 -4.6896 3.2825 0.4084 -0.1922 -0.0371
C 3.2186 -0.5840 2.9706 -1.0224 1.4899 -0.0771
O 1.9734 -0.4095 3.1222 -0.0987 -0.6821 -0.1646
O 4.0325 0.3650 2.8780 0.6506 -0.9210 -0.1333
H 6.4444 1.1043 0.0938 -0.6211 0.1445 0.1679
H 6.0889 -0.7849 1.6156 -0.0533 -0.2902 0.0495
H 6.4471 -2.4042 0.8543 0.0462 0.1820 -0.0777
H 3.8986 -0.6944 0.4159 0.2344 -0.0256 0.4691
H 4.3485 -2.1466 -0.4472 -0.1304 0.0155 0.2411
H 2.8485 -2.6932 1.1679 0.0698 -0.1593 0.0793
H 2.9148 -2.6540 3.3631 -0.0076 0.0845 -0.3657
H 4.6011 -2.2733 4.7878 0.0771 0.2132 -0.1683
H 5.6460 -1.4320 3.6191 -0.0819 -0.1684 0.1239
H 6.4020 -3.5532 2.6960 -0.3490 -0.0110 -0.0594
H 6.2196 -3.8671 4.4005 -0.0789 0.0147 -0.2015
H 4.7122 -4.8336 2.3320 -0.3671 0.2089 0.0170
C -1.1038 1.3647 2.0770 0.1867 0.3586 0.4694
C -1.0804 0.0177 2.7508 0.6311 -0.2855 -0.2599
O -2.4728 -0.3701 2.8273 -0.5358 0.4291 -0.1936
S -3.2431 0.2156 1.5577 1.2525 0.2839 0.6423
O -3.3475 -0.8024 0.5696 -0.5160 0.2019 -0.1583
O -4.3815 0.9433 2.0206 -0.2361 -0.3778 -0.1502
O -2.1375 1.2602 1.0829 -1.1988 -0.7301 1.4130
H -1.3819 2.1572 2.7757 -0.0033 -0.0084 -0.0148
H -0.1521 1.6089 1.6141 -0.1021 -0.0994 -0.2117
H -0.6350 0.0552 3.7392 -0.1376 -0.1306 0.0390
H -0.5515 -0.7184 2.1470 0.1021 0.0295 0.1053
C -0.0271 1.2369 -3.9548 0.4534 -0.2605 0.1110
C -0.9875 0.0670 -3.9885 -0.2773 0.1290 -0.4376
O -1.5506 0.0227 -2.6750 0.2945 0.2740 0.1733
S -1.6520 1.5115 -2.0840 0.2870 -0.2785 -0.3250
O -2.9737 1.9959 -2.2922 0.0450 0.1721 0.1707
O -1.0420 1.5299 -0.8111 0.6648 0.2906 -1.3895
O -0.6839 2.2266 -3.1568 -0.4779 -0.1566 -0.0800
H 0.9108 0.9686 -3.4637 -0.0086 -0.0266 -0.0269
H 0.1836 1.6287 -4.9470 -0.1268 0.1981 0.0740
H -0.4942 -0.8725 -4.2231 -0.0447 -0.0663 0.2586
H -1.7984 0.2395 -4.7006 0.0481 -0.0089 -0.0380
C -6.4193 3.0085 -0.9323 0.0947 0.3001 0.4446
C -6.4073 1.6642 -0.2460 0.5266 -0.2047 -0.2792
O -7.7950 1.2813 -0.1764 -0.3575 0.4633 -0.2185
S -8.5671 1.8622 -1.4506 0.7961 0.1515 0.3691
O -8.6677 0.8377 -2.4337 -0.3423 0.0447 -0.0971
O -9.7074 2.5770 -0.9995 -0.2174 -0.2202 -0.1188
O -7.4489 2.9022 -1.9312 -0.1782 -0.4295 -0.0378
H -6.6970 3.8069 -0.2408 -0.0114 -0.0157 -0.0109
H -5.4629 3.2448 -1.3924 -0.1157 -0.0828 -0.2394
H -5.9668 1.7050 0.7447 -0.2680 -0.1188 0.0587
H -5.8793 0.9198 -0.8457 0.0405 0.0183 0.0444
C 9.8325 4.4548 0.2590 0.4419 -0.1507 -0.0176
C 9.2312 3.4037 -0.6518 -0.3404 0.3176 -0.3089
O 8.7828 2.3755 0.2337 0.3174 0.0838 0.3686
S 8.3086 3.0322 1.6235 0.1528 0.1403 -0.2084
O 6.9006 3.1835 1.5879 -0.0113 -0.0423 0.1430
O 8.9781 2.3700 2.6806 -0.1075 -0.0900 0.0261
O 8.9790 4.4805 1.4066 -0.2577 -0.1803 -0.2303
H 10.8359 4.1712 0.5852 0.0012 -0.0013 -0.0426
H 9.8679 5.4361 -0.2079 -0.1704 0.0609 0.1593
H 9.9493 3.0067 -1.3644 -0.0198 -0.2304 0.1368
H 8.3633 3.7923 -1.1895 0.0429 0.0265 -0.0252
C -10.6558 -1.9592 -2.8077 -0.4764 0.2607 0.1873
C -10.1102 -2.7072 -1.6125 0.5137 0.2741 0.0141
O -10.2664 -4.0927 -1.9529 -0.3323 0.0189 -0.3305
S -10.0955 -4.2732 -3.5394 -0.0154 0.4791 0.3083
O -8.7660 -4.6846 -3.8124 -0.0752 -0.1474 -0.2216
O -11.2202 -4.9852 -4.0308 0.1072 -0.2046 -0.0090
O -10.2369 -2.7273 -3.9446 0.2734 -0.3081 0.2226
H -11.7481 -1.9340 -2.7974 0.0127 -0.0273 0.0268
H -10.2704 -0.9445 -2.8685 0.1656 -0.0948 -0.2057
H -10.6447 -2.4758 -0.6952 -0.0975 -0.2533 -0.0162
H -9.0457 -2.5083 -1.4719 -0.0281 0.0614 0.0049
```
Positions in Å, forces in eV/Å.

Properties
HOMO-LUMO gap   6.854 eV
Charge   -1
LUMO   1.854 eV
Largest force on an atom   0.0387 Eh/bohr

Atom charges from the Mulliken analysis, given in e for atoms 1 to 5: -0.5925, 0.2410, -0.4726, 0.3691, -0.8549